[1]
Computed, not measured: a cluster of 10 separate species, C34H62O25 in total at a distorted geometry, with ωB97M-V/def2-TZVPD.

Summary:
HOMO energy (eV): -8.7
Electronic energy (Ha): -3213.59477
Frontier orbital gap (eV): 9.01
Maximum force (eV Å⁻¹): 3.29
LUMO energy (eV): 0.26

Last column: Löwdin charge in e.
Element x y z (Å)
C -0.806 -0.831 -2.892  -0.0264
O -1.439 0.027 -3.827  0.0065
C -0.857 1.009 -4.540  -0.6135
O -1.543 1.699 -5.253  0.1182
O 0.401 1.177 -4.203  0.0002
C 1.059 2.264 -4.896  -0.0119
H -0.960 -1.899 -3.037  0.0809
H -1.232 -0.464 -1.956  0.0809
H 0.272 -0.688 -2.819  0.0857
H 0.561 3.176 -4.572  0.0974
H 0.929 2.203 -5.976  0.0954
H 2.127 2.340 -4.716  0.0923
C 2.615 -6.389 0.622  -0.0111
O 2.022 -5.130 0.981  -0.0411
C 2.047 -4.773 2.247  -0.6027
O 2.619 -5.343 3.139  0.1478
O 1.343 -3.651 2.376  -0.0209
C 1.567 -2.764 3.454  -0.0450
H 3.675 -6.356 0.887  0.1076
H 2.640 -6.561 -0.450  0.0924
H 2.161 -7.178 1.217  0.1086
H 2.532 -2.308 3.216  0.0784
H 1.699 -3.294 4.399  0.1023
H 0.852 -1.959 3.603  0.1012
C -4.006 2.698 -3.324  -0.0372
O -5.403 2.824 -3.573  0.0256
C -6.227 2.799 -2.537  -0.6144
O -5.942 2.426 -1.416  0.0978
O -7.411 3.285 -2.823  0.0138
C -8.389 3.472 -1.839  -0.0553
H -3.643 2.087 -4.155  0.0765
H -3.646 2.147 -2.462  0.0823
H -3.544 3.663 -3.527  0.1025
H -7.953 4.040 -1.014  0.0914
H -8.812 2.545 -1.453  0.0992
H -9.227 4.075 -2.184  0.0926
C -2.034 -3.427 3.282  -0.0402
O -2.284 -2.054 3.055  -0.0050
C -3.425 -1.688 2.469  -0.6205
O -4.271 -2.463 2.093  0.1124
O -3.503 -0.375 2.466  0.0001
C -4.614 0.242 1.771  0.0009
H -1.509 -3.768 2.385  0.0880
H -2.924 -4.017 3.486  0.0984
H -1.291 -3.532 4.071  0.0883
H -4.249 0.596 0.808  0.0889
H -4.873 1.086 2.403  0.0930
H -5.415 -0.475 1.622  0.0921
C -0.038 -8.183 -3.444  -0.0224
O 0.405 -6.986 -2.781  0.0010
C -0.560 -6.132 -2.476  -0.6057
O -1.614 -5.955 -3.031  0.1431
O -0.051 -5.232 -1.623  -0.0571
C -0.769 -4.117 -1.050  0.0052
H -0.225 -8.014 -4.502  0.0980
H -0.989 -8.420 -2.965  0.0969
H 0.647 -9.011 -3.288  0.0926
H -0.035 -3.554 -0.481  0.0749
H -1.542 -4.578 -0.440  0.1134
H -1.183 -3.465 -1.818  0.0870
C 5.116 3.171 -0.321  -0.0346
O 3.970 3.751 -0.935  0.0148
C 3.080 4.336 -0.161  -0.6117
O 3.180 4.642 0.997  0.1252
O 2.011 4.568 -0.954  -0.0080
C 0.842 5.105 -0.358  -0.0560
H 5.084 2.087 -0.411  0.0936
H 5.218 3.373 0.746  0.0790
H 5.999 3.612 -0.780  0.0974
H 0.280 5.558 -1.173  0.0950
H 1.058 5.887 0.372  0.0989
H 0.209 4.353 0.104  0.0614
O 2.677 -1.692 1.520  0.0570
C 2.721 -2.240 0.460  -0.4227
C 3.870 -2.880 -0.312  -0.0173
C 3.085 -3.878 -1.195  -0.1090
C 1.826 -3.038 -1.502  -0.1563
O 1.590 -2.407 -0.274  -0.0990
H 4.368 -2.141 -0.937  0.1316
H 4.544 -3.271 0.448  0.1324
H 3.777 -4.263 -1.945  0.1238
H 2.666 -4.786 -0.756  0.0597
H 1.949 -2.349 -2.344  0.1336
H 1.073 -3.731 -1.878  0.0925
O -2.958 3.590 -0.542  0.1242
C -3.103 4.629 0.030  -0.4541
C -4.392 5.278 0.457  -0.0658
C -3.906 6.402 1.374  -0.1461
C -2.546 6.693 0.758  -0.1627
O -2.042 5.421 0.347  0.0005
H -4.956 5.653 -0.397  0.1336
H -5.055 4.590 0.978  0.1280
H -4.533 7.287 1.486  0.1169
H -3.829 6.088 2.417  0.1187
H -2.485 7.347 -0.116  0.1310
H -1.866 7.145 1.483  0.1258
O 7.907 -0.267 3.856  0.1100
C 6.783 0.151 3.734  -0.5119
C 6.370 1.595 3.615  -0.0789
C 4.859 1.591 3.745  -0.1184
C 4.495 0.049 3.787  -0.1392
O 5.721 -0.631 3.806  0.0457
H 6.981 2.137 4.331  0.1302
H 6.638 1.826 2.579  0.1222
H 4.684 1.981 4.752  0.1086
H 4.218 2.157 3.075  0.1001
H 3.884 -0.297 4.618  0.1274
H 3.967 -0.130 2.847  0.0932
C 0.839 0.611 1.567  -0.1304
C 0.228 1.749 0.728  -0.1443
C -1.026 1.150 0.088  -0.1596
O -0.824 -0.303 0.089  -0.1483
C 0.426 -0.566 0.726  -0.2135
H 0.506 0.628 2.606  0.1166
H 1.924 0.694 1.655  0.0958
H 0.944 2.059 -0.031  0.1112
H -0.102 2.479 1.467  0.1139
H -1.386 1.570 -0.850  0.1018
H -1.872 1.382 0.744  0.0978
H 1.091 -0.798 -0.117  0.1103
H 0.488 -1.553 1.195  0.1076

[2]
Computed, not measured: a structure of composition C38H34AsCl8IO6PS2Ti, with ωB97M-V/def2-TZVPD.

Summary:
Expectation value of S²: 0.774
2S+1: 2
Total charge: -2
HOMO energy (alpha / beta) (eV): -0.6 / -2.9
Electronic energy (Ha): -10122.25908
Frontier orbital gap (alpha / beta) (eV): 4.56 / 6.85
Maximum force (eV Å⁻¹): 0.57
LUMO energy (alpha / beta) (eV): 3.96 / 3.95

Last column: Löwdin spin population.
Element x y z (Å)
Ti 0.625 2.541 -0.232  0.0009
Cl -0.907 1.943 2.807  0.0035
C 0.815 1.746 2.853  0.0004
C 1.513 1.778 1.654  0.0005
C 2.879 1.508 1.766  0.0000
Cl 3.864 1.428 0.339  0.0000
C 3.504 1.238 2.980  0.0006
Cl 5.195 0.878 3.054  0.0002
C 2.761 1.256 4.157  0.0003
Cl 3.520 0.939 5.678  0.0001
C 1.400 1.517 4.096  0.0009
Cl 0.465 1.550 5.545  0.0011
I 0.987 -1.642 1.184  0.0013
C -0.231 -1.543 2.876  0.0275
C 0.450 -1.777 4.068  0.0806
C -0.246 -1.877 5.260  0.0149
C -1.619 -1.806 5.234  0.0768
C -2.330 -1.574 4.041  0.0133
C -3.749 -1.637 4.072  0.2142
C -4.471 -1.551 2.890  0.0505
C -3.836 -1.211 1.721  0.1605
C -2.426 -0.916 1.655  0.1697
P -2.214 0.173 0.272  0.0589
C -3.278 1.643 0.596  0.0191
C -3.808 1.811 1.875  0.0044
C -4.578 2.922 2.186  0.0021
C -4.836 3.883 1.221  0.0001
C -4.318 3.728 -0.055  0.0029
C -3.541 2.621 -0.366  0.0029
C -3.085 -0.759 -1.065  0.0085
C -2.721 -2.098 -1.221  0.0056
C -3.285 -2.875 -2.217  0.0006
C -4.242 -2.332 -3.067  0.0000
C -4.629 -1.013 -2.903  0.0003
C -4.054 -0.230 -1.907  0.0005
C -1.619 -1.325 2.809  0.0413
H 1.527 -1.882 4.050  0.0061
H 0.287 -2.029 6.191  -0.0010
H -2.194 -1.936 6.145  0.0027
H -4.234 -1.858 5.015  0.0143
H -5.542 -1.719 2.881  -0.0019
H -4.449 -1.082 0.839  0.0110
H -3.609 1.068 2.636  0.0021
H -4.962 3.037 3.191  0.0002
H -5.423 4.760 1.467  0.0000
H -4.488 4.486 -0.810  0.0004
H -3.098 2.548 -1.347  0.0001
H -1.997 -2.529 -0.539  0.0023
H -2.982 -3.909 -2.326  0.0001
H -4.688 -2.940 -3.845  0.0000
H -5.386 -0.583 -3.548  0.0001
H -4.384 0.790 -1.788  0.0000
C -0.319 -0.136 -1.718  0.0004
C -0.686 0.816 -0.573  -0.0012
O -0.970 2.076 -1.076  -0.0010
H -0.241 -1.173 -1.398  0.0001
H -1.070 -0.082 -2.513  0.0001
H 0.638 0.153 -2.135  0.0000
Cl 3.200 4.864 -3.400  0.0000
C 1.935 3.634 -3.456  0.0000
Cl 1.629 3.171 -5.161  0.0000
Cl 0.444 4.284 -2.784  0.0000
C 2.448 2.335 -2.720  0.0000
O 3.457 1.829 -3.166  0.0000
O 1.725 1.906 -1.768  0.0000
C 1.557 -4.078 -2.155  -0.0001
C 2.943 -3.586 -1.753  0.0000
As 3.054 -1.604 -1.791  0.0000
C 5.016 -1.465 -1.800  0.0000
C 5.585 -1.796 -0.422  0.0000
C 2.703 -1.319 -3.709  0.0000
C 3.423 -2.227 -4.695  0.0000
H 1.480 -5.167 -2.089  0.0000
H 1.306 -3.789 -3.178  0.0000
H 0.792 -3.656 -1.498  -0.0001
H 3.721 -4.022 -2.386  0.0000
H 3.155 -3.883 -0.723  0.0000
H 5.244 -0.433 -2.078  0.0000
H 5.435 -2.122 -2.566  0.0000
H 5.088 -1.212 0.354  0.0000
H 6.654 -1.577 -0.365  0.0000
H 5.452 -2.854 -0.182  0.0000
H 2.962 -0.270 -3.875  0.0000
H 1.619 -1.383 -3.831  0.0000
H 4.503 -2.080 -4.652  0.0000
H 3.108 -2.022 -5.722  0.0000
H 3.227 -3.285 -4.499  0.0000
O 2.111 3.949 -0.145  0.0000
S 1.645 5.107 0.729  0.0000
O 1.847 6.364 0.051  0.0000
O 2.194 5.009 2.059  0.0000
S -0.348 4.567 0.720  0.0000

[3]
Computed, not measured: the ion C7H12ClN2 with charge +1 at a distorted geometry, with ωB97M-V/def2-TZVPD.

Summary:
Total charge: +1
HOMO energy (eV): -13.1
Electronic energy (Ha): -843.31427
Frontier orbital gap (eV): 9.11
Maximum force (eV Å⁻¹): 8.43
Energy relative to the best compared isomer or geometry (same formula, charge and spin) (kcal/mol): 27.3
LUMO energy (eV): -3.96

Last column: natural (NBO) charge in e.
Element x y z (Å)
C -1.792 -0.377 0.783  -0.5738
C -0.515 -1.271 1.034  -0.4547
C 0.673 -0.430 1.005  0.2258
C 1.336 -0.003 2.149  -0.1054
N 2.137 1.057 1.830  -0.4576
C 2.272 1.235 0.514  0.3165
Cl 3.336 2.277 -0.290  0.1859
N 1.179 0.163 -0.114  -0.2926
C 1.128 -0.094 -1.477  -0.2476
C 0.738 1.282 -2.075  -0.5834
H -2.107 0.021 1.650  0.2158
H -2.648 -0.842 0.402  0.2349
H -1.501 0.391 0.008  0.1903
H -0.509 -2.064 0.334  0.2408
H -0.626 -1.679 2.063  0.2455
H 1.114 -0.259 3.221  0.2643
H 2.648 1.609 2.516  0.4657
H 2.157 -0.394 -1.897  0.2386
H 0.254 -0.640 -1.689  0.2432
H 1.512 1.942 -2.103  0.2080
H -0.048 1.639 -1.388  0.2081
H 0.429 1.151 -3.074  0.2316

[4]
Computed, not measured: an isolated molecule of C4H11BN2 at a distorted geometry, with ωB97M-V/def2-TZVPD.

Summary:
HOMO energy (eV): -8.0
Electronic energy (Ha): -293.39176
Frontier orbital gap (eV): 8.81
Maximum force (eV Å⁻¹): 5.59
Energy relative to the best compared isomer or geometry (same formula, charge and spin) (kcal/mol): 45.1
LUMO energy (eV): 0.78

Last column: natural (NBO) charge in e.
Element x y z (Å)
C -1.903 -1.469 -0.059  -0.9167
B -0.345 -0.735 -0.013  0.8770
N 0.907 -1.382 -0.208  -0.8610
C 1.996 -0.497 0.078  -0.1998
C 1.339 0.934 0.085  -0.1959
N -0.076 0.606 0.103  -0.6564
C -1.009 1.770 0.029  -0.3894
H -1.773 -2.253 0.617  0.2190
H -2.206 -1.819 -1.176  0.2318
H -2.712 -0.760 0.373  0.2165
H 1.237 -2.362 -0.419  0.4036
H 2.821 -0.525 -0.472  0.1864
H 2.270 -0.573 1.133  0.1585
H 1.613 1.531 0.925  0.1814
H 1.482 1.537 -0.822  0.1627
H -0.644 2.241 -0.911  0.1820
H -2.071 1.307 -0.080  0.2137
H -0.926 2.450 0.817  0.1866

[5]
Computed, not measured: a structure of composition C8H22AgN6O14 at a distorted geometry, with ωB97M-V/def2-TZVPD.

Summary:
Expectation value of S²: 0.757
2S+1: 2
Total charge: -2
HOMO energy (alpha / beta) (eV): -2.0 / -2.0
Electronic energy (Ha): -1846.29556
Frontier orbital gap (alpha / beta) (eV): 6.24 / 3.87
Maximum force (eV Å⁻¹): 4.87
Energy relative to the best compared isomer or geometry (same formula, charge and spin) (kcal/mol): 57.7
LUMO energy (alpha / beta) (eV): 4.24 / 1.89

Last column: Löwdin spin population.
Element x y z (Å)
Ag -27.410 13.955 3.240  0.0098
N -26.572 14.303 -0.204  -0.0002
O -27.475 14.954 -0.765  0.0034
O -25.577 13.897 -0.841  0.0009
O -26.684 14.046 1.011  0.0008
N -30.239 14.936 1.726  -0.0365
O -29.553 14.050 2.238  0.1916
O -30.211 15.297 0.572  0.2379
O -30.944 15.623 2.500  0.5845
N -29.458 14.731 5.942  -0.0006
O -28.447 14.405 5.291  0.0003
O -29.976 15.875 5.634  0.0055
O -30.061 14.012 6.724  0.0002
N -27.119 17.489 2.764  -0.0001
O -27.147 16.279 3.071  0.0012
O -27.948 17.962 1.962  0.0000
O -26.400 18.234 3.486  0.0006
C -27.907 9.244 3.177  0.0000
C -27.131 10.609 3.143  0.0000
C -26.043 10.646 2.072  0.0000
O -25.166 11.716 2.404  0.0001
C -24.046 11.761 1.535  0.0000
N -28.140 11.664 3.046  0.0002
H -28.629 9.130 2.365  0.0000
H -28.493 9.100 4.089  0.0000
H -27.310 8.327 3.199  0.0000
H -26.691 10.623 4.141  0.0000
H -26.289 10.742 1.007  0.0000
H -25.505 9.698 1.924  0.0000
H -23.831 10.762 1.144  0.0000
H -23.218 12.094 2.162  0.0000
H -24.316 12.417 0.703  0.0000
H -28.700 11.411 3.859  0.0000
H -28.791 11.372 2.321  -0.0002
C -25.928 12.815 6.295  0.0000
C -25.338 14.049 5.594  0.0000
C -23.913 14.307 6.042  0.0000
O -23.861 14.427 7.480  0.0000
C -22.847 13.640 8.018  0.0000
N -25.400 14.023 4.148  0.0005
H -26.600 13.195 7.064  0.0000
H -25.208 12.061 6.619  0.0000
H -26.667 12.246 5.727  0.0000
H -25.931 14.859 6.021  0.0000
H -23.444 15.204 5.622  0.0000
H -23.203 13.564 5.656  0.0000
H -22.725 12.632 7.611  0.0000
H -22.867 13.566 9.106  0.0000
H -21.920 14.183 7.781  0.0000
H -24.819 13.221 3.923  0.0000
H -24.877 14.839 3.840  0.0000

[6]
Computed, not measured: a cluster of 2 separate species, C15H32BO10PS in total, with ωB97M-V/def2-TZVPD.

Summary:
HOMO energy (eV): -8.8
Electronic energy (Ha): -2107.61383
Frontier orbital gap (eV): 9.24
Maximum force (eV Å⁻¹): 0.86
LUMO energy (eV): 0.47

Last column: natural (NBO) charge in e.
Element x y z (Å)
C 2.011 -3.985 -0.693  -0.6070
C 0.934 -4.009 -1.781  -0.4179
C 0.175 -2.704 -1.846  -0.0528
O 1.098 -1.680 -2.193  -0.5577
C 0.558 -0.378 -2.113  -0.0478
C 1.076 0.315 -0.847  -0.2697
C 2.362 1.104 -1.097  -0.4482
C 3.063 1.455 0.204  0.2059
O 3.448 0.289 0.936  -0.7142
B 4.450 2.234 0.029  1.1325
O 5.027 2.906 1.073  -0.9029
O 5.055 2.162 -1.180  -0.7068
C 6.475 2.280 -1.258  -0.2441
O 2.194 2.238 1.044  -0.7086
S 0.759 1.690 1.454  2.4019
O 0.075 2.835 1.964  -0.9327
O 0.864 0.524 2.275  -0.9316
C 0.032 1.181 -0.103  -0.7737
P -0.532 2.755 -0.970  0.8127
C -1.222 2.168 -2.571  -0.9547
C -2.104 3.153 -0.083  -0.6997
C -2.908 1.968 0.444  -0.6132
H 2.914 -3.485 -1.039  0.2077
H 2.257 -4.989 -0.349  0.2127
H 1.650 -3.420 0.172  0.2014
H 1.391 -4.197 -2.755  0.2089
H 0.227 -4.811 -1.556  0.2081
H -0.627 -2.731 -2.592  0.1722
H -0.249 -2.483 -0.855  0.1596
H 0.848 0.170 -3.012  0.1869
H -0.535 -0.413 -2.098  0.1737
H 1.328 -0.509 -0.171  0.2367
H 3.053 0.497 -1.687  0.2343
H 2.146 2.022 -1.648  0.2368
H 3.507 -0.461 0.328  0.4815
H 5.012 2.428 1.914  0.5117
H 6.962 1.695 -0.477  0.1802
H 6.789 3.320 -1.173  0.1880
H 6.781 1.897 -2.229  0.1872
H -0.779 0.532 0.235  0.2588
H -1.833 1.265 -2.528  0.2160
H -1.863 2.974 -2.931  0.2423
H -0.429 2.037 -3.306  0.2329
H -2.699 3.677 -0.838  0.2197
H -1.887 3.876 0.700  0.2502
H -2.466 1.577 1.359  0.2080
H -3.958 2.200 0.617  0.2237
H -2.884 1.146 -0.279  0.1894
C -2.811 -0.721 3.191  -0.2556
O -4.214 -0.665 2.911  -0.4947
C -4.799 -1.855 2.788  0.9777
O -4.253 -2.924 2.882  -0.6448
O -6.094 -1.661 2.539  -0.4944
C -6.850 -2.867 2.385  -0.2552
H -2.474 0.308 3.257  0.2013
H -2.621 -1.232 4.132  0.1970
H -2.281 -1.231 2.388  0.1898
H -6.809 -3.462 3.295  0.1935
H -6.471 -3.452 1.549  0.1915
H -7.870 -2.551 2.190  0.1953